(1)
{"formula": "C3H6O3", "method": "ωB97M-V/def2-TZVPD", "charge": 0, "species": ["O", "C", "C", "O", "C", "O", "H", "H", "H", "H", "H", "H"], "positions_angstrom": [[1.3039, -1.2050, 0.7578], [1.3102, 0.1649, 0.5074], [-1.7971, -0.6591, -0.1139], [-1.6066, 0.5725, -0.4841], [-0.4801, 1.2051, -0.6567], [0.6659, 0.4733, -0.7222], [1.8137, -1.6356, 0.0585], [2.3359, 0.5488, 0.4280], [0.7866, 0.6493, 1.3364], [-2.8312, -0.9160, 0.0578], [-0.9465, -1.2939, 0.0960], [-0.5548, 2.0957, -1.2650]], "forces_ev_per_a": [[0.1015, -0.0950, -0.1925], [0.1935, 0.1774, 0.2623], [-0.0128, -0.9134, 0.2863], [-0.6148, 0.6315, -0.1910], [0.6136, 0.2830, -0.0531], [-0.1181, 0.0879, -0.1435], [-0.0603, 0.0175, 0.1565], [-0.1613, -0.0780, 0.0005], [0.0559, -0.0669, -0.1122], [0.1500, 0.0132, -0.0474], [-0.1681, 0.0733, 0.0042], [0.0208, -0.1305, 0.0298]], "lowdin_charge": [-0.025, -0.272, -0.006, -0.043, -0.231, -0.052, 0.105, 0.132, 0.138, 0.067, 0.060, 0.127]}



(2)
{"formula": "C3H6O3P", "method": "ωB97M-V/def2-TZVPD", "charge": -1, "smiles": "CC(=O)[P@](C)(=O)[O-]", "species": ["C", "C", "O", "P", "C", "O", "O", "H", "H", "H", "H", "H", "H"], "positions_angstrom": [[1.5651, 1.3973, -0.0848], [0.8389, 0.0536, 0.2454], [1.3649, -0.8962, 0.7455], [-1.0396, 0.3006, -0.0228], [-1.2694, -1.6045, -0.0624], [-1.1918, 1.0274, -1.2707], [-1.6058, 0.8568, 1.2095], [0.7890, 2.1587, 0.1970], [1.6934, 1.4584, -1.0893], [2.4716, 1.3360, 0.6038], [-1.0248, -1.8126, -1.1568], [-0.3982, -1.9859, 0.5155], [-2.1933, -2.2897, 0.1699]], "forces_ev_per_a": [[-0.7516, -1.3286, 4.7635], [-1.2158, 2.4368, -0.6378], [1.1218, -0.7131, 0.3464], [0.5622, -3.5472, 1.6108], [-0.5693, -0.9722, -1.5171], [-0.1932, 0.7231, -2.5793], [-0.4190, 0.6612, 1.6680], [1.0809, -0.3119, -0.0552], [0.8859, 0.2482, -2.9742], [-0.8367, 0.7496, -1.2828], [-0.2112, -0.0418, 1.1451], [-0.8166, 0.1852, -0.2916], [1.3628, 1.9107, -0.1957]], "lowdin_charge": [-0.065, -0.476, -0.010, 0.247, -0.209, -0.367, -0.381, 0.077, 0.018, 0.090, 0.027, 0.001, 0.047]}



(3)
{"formula": "C3H6O3S", "method": "ωB97M-V/def2-TZVPD", "charge": 0, "smiles": "O=C[C@](O)(S)CO", "species": ["O", "C", "C", "O", "S", "C", "O", "H", "H", "H", "H", "H", "H"], "positions_angstrom": [[-2.2512, 0.6205, 1.0010], [-1.1214, 0.9590, 0.8007], [0.0108, -0.4194, 0.2210], [-0.7629, -1.5311, 0.0298], [1.1034, -0.6394, 1.8246], [0.8027, 0.0740, -0.9381], [-0.0841, 0.4107, -1.9356], [-0.8399, 2.0284, 0.7698], [-1.4611, -1.5471, 0.6600], [2.2218, 0.2950, 1.5237], [1.5011, -0.7085, -1.2013], [1.4615, 0.8400, -0.7707], [-0.5808, -0.3821, -1.9850]], "forces_ev_per_a": [[0.6000, 0.1152, 0.4063], [0.3562, -2.8734, -2.1101], [-0.8026, 3.4274, 4.2367], [1.7139, 0.4164, -1.5079], [1.4121, 1.4510, -1.4917], [-0.4366, -2.4012, 0.0471], [0.2255, 1.0190, -0.8503], [0.5878, -0.2778, 0.2660], [-1.2528, 0.2290, 0.9547], [-2.1428, -1.6382, 0.3633], [0.1293, -0.8362, -0.5568], [1.0406, 2.4146, 1.0915], [-1.4305, -1.0458, -0.8487]], "lowdin_charge": [0.036, -0.138, -0.685, -0.007, 0.669, -0.312, 0.003, 0.122, 0.085, -0.068, 0.128, 0.092, 0.073]}



(4)
{"formula": "C3H6O3S2", "method": "ωB97M-V/def2-TZVPD", "charge": 0, "species": ["C", "C", "C", "O", "O", "O", "S", "S", "H", "H", "H", "H", "H", "H"], "positions_angstrom": [[-0.6719, 1.7688, 1.3340], [-0.2153, 0.5292, 0.7122], [0.4823, -0.5863, -1.1815], [-1.4590, 1.0640, 0.3941], [-0.7224, -0.6091, -1.6504], [0.8076, 0.3816, -0.3056], [1.8387, -0.8348, -2.3672], [0.5377, -2.6389, 0.3048], [-0.8387, 1.7862, 2.4530], [-0.1499, 2.7239, 1.0255], [-0.1981, -0.2728, 1.3949], [-1.3941, 0.0278, -1.2409], [1.1715, -1.9394, -3.0219], [1.8954, -2.6574, -0.0583]], "forces_ev_per_a": [[2.7541, 1.9746, 0.5856], [1.3344, 0.4572, 0.3106], [1.3860, -1.2739, 1.1999], [-0.8229, 0.0231, -0.0857], [-2.4300, 0.6578, -0.6393], [-1.3979, 0.8673, 1.0168], [-1.6387, -1.5768, -0.3530], [1.5341, 1.3746, -1.6090], [-0.6187, -0.4498, -1.5183], [-1.0790, -1.0603, -0.1527], [-0.0596, -1.5374, 0.0385], [1.4993, -1.0484, -0.3754], [0.9581, 1.6965, 1.0451], [-1.4192, -0.1045, 0.5369]], "lowdin_charge": [-0.066, -0.324, -0.945, 0.005, 0.012, -0.048, 0.789, 0.300, 0.141, 0.141, 0.097, 0.164, -0.030, -0.235]}



(5)
{"formula": "C3H6O3Tl", "method": "ωB97M-V/def2-TZVPD", "charge": 1, "species": ["O", "C", "C", "O", "C", "Tl", "H", "H", "H", "H", "H", "O", "H"], "positions_angstrom": [[-1.7441, 1.4409, -0.3493], [-1.6825, 0.4975, 0.4660], [-0.7546, -0.6455, 0.0359], [0.5836, -0.2295, 0.1718], [1.4904, -0.8009, -0.7509], [0.8030, 2.4615, 0.3872], [-0.9869, -0.9239, -1.0053], [-0.9432, -1.5348, 0.6570], [2.4957, -0.6721, -0.3350], [1.2612, -1.8648, -0.9084], [1.4417, -0.2441, -1.6996], [-1.5197, 0.8208, 1.7085], [-0.4447, 1.6949, 1.6220]], "forces_ev_per_a": [[-0.9880, -1.5070, 0.1872], [4.0098, 3.6205, -3.3111], [-1.9229, -2.8780, -0.7588], [-0.3633, 1.2869, 0.9073], [0.3310, -0.1237, -0.6829], [0.2610, 0.1491, -0.9321], [0.1483, 0.2694, 0.2970], [0.2615, 0.2266, -0.0882], [-0.2371, -0.2243, 0.0014], [0.2298, 0.3343, 0.0204], [-0.0530, -0.3983, 0.0403], [3.1979, 2.5101, 2.8491], [-4.8750, -3.2656, 1.4704]], "lowdin_charge": [-0.008, -0.518, -0.140, -0.339, -0.068, 1.338, 0.149, 0.150, 0.106, 0.116, 0.104, 0.034, 0.077]}



(6)
{"formula": "C3H6O3Y", "method": "ωB97M-V/def2-TZVPD", "charge": 1, "species": ["O", "C", "C", "O", "C", "Y", "H", "H", "H", "H", "H", "O", "H"], "positions_angstrom": [[0.8028, -1.8897, 0.6463], [1.5878, -0.9575, 0.2867], [1.1090, -0.2492, -0.9905], [-0.2794, 0.0089, -0.9002], [-0.9351, 0.2543, -2.1329], [-1.4733, -1.0397, 1.1629], [1.3342, -0.9011, -1.8493], [1.6358, 0.7052, -1.1424], [-1.7700, 0.9302, -1.9183], [-0.2261, 0.6913, -2.8504], [-1.3481, -0.6865, -2.5255], [2.0543, -0.1800, 1.1651], [0.0943, 0.0461, 1.8581]], "forces_ev_per_a": [[-3.1110, -2.4774, 0.1693], [-1.9093, 5.4614, 3.4887], [2.4254, -0.5894, -1.6989], [-1.2815, -0.6860, 1.7987], [-0.3518, -0.1046, -0.5272], [5.5076, 0.4575, -1.2458], [-0.4222, 0.1923, -0.0335], [-0.1588, -0.3520, 0.2808], [0.2615, 0.1008, -0.2463], [-0.4301, -0.0268, 0.1918], [0.2733, 0.2031, -0.1498], [1.0660, -1.8614, -2.2038], [-1.8691, -0.3173, 0.1761]], "lowdin_charge": [-0.199, -0.627, -0.141, -0.342, -0.064, 1.774, 0.140, 0.149, 0.098, 0.114, 0.101, -0.011, 0.007]}



(7)
{"formula": "C3H6O3Yb", "method": "ωB97M-V/def2-TZVPD", "charge": 1, "spin_multiplicity": 2, "s2": 0.7620, "species": ["C", "O", "C", "C", "O", "H", "H", "H", "H", "H", "Yb", "O", "H"], "positions_angstrom": [[-0.0971, -1.7738, -0.1544], [0.1200, -0.3630, -0.1042], [-1.0293, 0.4128, 0.1198], [-0.6389, 1.8489, 0.0780], [0.5134, 2.1816, -0.1511], [0.8755, -2.2380, -0.3433], [-0.5036, -2.1257, 0.8024], [-0.7904, -2.0083, -0.9727], [-1.4755, 0.1940, 1.1155], [-1.4450, 2.5984, 0.1409], [2.2048, 0.7355, -0.2759], [4.0619, 0.3047, 0.4001], [-1.7958, 0.2328, -0.6551]], "forces_ev_per_a": [[-0.3309, -0.5788, -0.0018], [0.2644, 0.1821, 0.0118], [-0.4384, -0.2013, 0.5196], [-0.1387, 0.2980, -0.7605], [-1.0797, 0.6988, 0.4371], [-0.2458, 0.0226, 0.0694], [0.1242, 0.0263, -0.2326], [0.1779, -0.0235, 0.1997], [0.0519, 0.0533, -0.4545], [0.2031, -0.0778, 0.2417], [2.3356, -0.5886, -0.0144], [-1.0118, 0.1260, -0.2350], [0.0882, 0.0629, 0.2194]], "lowdin_charge": [-0.027, -0.327, -0.154, -0.121, -0.044, 0.107, 0.114, 0.112, 0.170, 0.163, 1.416, -0.574, 0.165]}



(8)
{"formula": "C3H6O3Zn", "method": "ωB97M-V/def2-TZVPD", "charge": 1, "spin_multiplicity": 2, "s2": 0.7509, "species": ["H", "O", "C", "O", "Zn", "O", "C", "H", "H", "C", "H", "H", "H"], "positions_angstrom": [[1.9510, -1.0327, 0.2205], [-0.4532, 1.8939, -0.9292], [0.1264, 0.9147, -0.5487], [-0.5435, -0.1998, -0.1660], [-0.4085, -1.7052, 1.4280], [1.4003, 0.9242, -0.2361], [2.0024, -0.0199, 0.6418], [1.5520, 0.0432, 1.6427], [3.0542, 0.2662, 0.7214], [-1.9191, -0.2516, -0.6157], [-2.3125, -1.2049, -0.2459], [-2.5229, 0.5622, -0.2062], [-1.9266, -0.1903, -1.7065]], "forces_ev_per_a": [[0.0486, 0.0665, 0.0903], [0.4250, -1.3346, -0.5275], [-0.4387, 3.0346, 0.9602], [-0.1238, -1.5875, 0.5377], [0.1763, 0.3412, -0.2982], [0.5649, -0.1755, -0.1805], [0.0583, -0.2749, -0.1788], [0.0439, 0.0204, -0.0441], [-0.2587, -0.0652, 0.0043], [-0.7944, 0.1406, -0.3313], [0.0297, 0.0548, -0.2935], [0.3721, -0.0299, 0.0176], [-0.1032, -0.1904, 0.2438]], "lowdin_charge": [0.087, 0.204, -0.586, -0.223, 1.020, 0.045, -0.050, 0.079, 0.124, -0.017, 0.073, 0.119, 0.125]}



(9)
{"formula": "C3H6O4P2", "method": "ωB97M-V/def2-TZVPD", "charge": -2, "species": ["C", "C", "C", "O", "O", "O", "O", "P", "P", "H", "H", "H", "H", "H", "H"], "positions_angstrom": [[-1.4135, -0.4576, 1.1490], [0.1356, -0.1161, 1.2112], [-1.9263, -0.0141, -0.1334], [2.8175, 1.2099, -0.4960], [1.9134, 1.5370, -2.8870], [2.3184, -0.8799, -1.9739], [0.8117, -0.9812, 0.3100], [0.4853, -0.8395, -1.3046], [2.0021, 0.6958, -1.6780], [-1.4902, -1.5110, 1.4177], [-1.9486, -0.0505, 2.1962], [0.2865, 0.9510, 0.8269], [0.5569, -0.1411, 2.2403], [-2.8046, -0.4753, -0.6367], [-1.7442, 1.0727, -0.2417]], "forces_ev_per_a": [[0.4251, 0.5443, 2.9690], [-1.0878, 1.3259, -0.6852], [0.3617, 0.2170, -1.1861], [-0.9493, -0.2474, -0.7306], [-0.2433, 0.7789, -1.2420], [-0.7381, 0.6888, 0.5183], [0.0022, -0.7308, 1.0707], [0.1976, 0.8463, -0.0960], [1.2329, -1.2382, 1.4172], [0.0076, -0.4867, -0.6409], [1.0526, -0.0360, -1.5225], [-0.2209, -1.1125, 0.5412], [0.0142, -0.4933, -0.5583], [0.5445, 0.4309, 0.5074], [-0.5991, -0.4870, -0.3620]], "lowdin_charge": [-0.450, -0.343, -0.297, -0.473, -0.470, -0.601, -0.529, 0.838, 0.043, 0.058, 0.074, 0.099, 0.090, -0.033, -0.008]}



(10)
{"formula": "C3H6O5", "method": "ωB97M-V/def2-TZVPD", "charge": 0, "species": ["C", "C", "C", "O", "O", "O", "O", "O", "H", "H", "H", "H", "H", "H"], "positions_angstrom": [[0.3007, 1.0077, 1.5317], [0.0972, -1.2669, -1.8798], [0.3410, 0.2611, 0.1739], [0.5681, 0.8880, -0.8710], [0.7906, 2.2918, 1.4385], [-1.0584, 1.0453, 1.9605], [-1.1248, -1.7226, -1.9622], [0.0693, -0.9792, 0.2069], [0.5534, 2.6351, 0.5645], [-1.3749, 0.1343, 2.0099], [-1.2918, -2.3695, -1.2583], [0.9169, 0.4683, 2.2590], [0.9126, -1.9115, -1.5829], [0.3002, -0.4818, -2.5908]], "forces_ev_per_a": [[0.0043, -0.1452, -0.1545], [-0.1960, -0.6967, 0.5060], [0.0457, 0.7786, -0.2217], [-0.0182, 0.0256, 0.5998], [-0.1544, -0.1373, -0.0238], [0.1859, -0.0307, -0.0426], [0.1838, 0.1476, 0.1417], [0.0003, -0.0842, -0.9516], [0.0487, -0.1105, -0.0098], [0.0327, 0.0537, -0.0203], [0.0721, -0.0129, -0.1257], [-0.0617, 0.0553, -0.0048], [-0.0739, -0.0317, -0.0005], [-0.0694, 0.1882, 0.3077]], "lowdin_charge": [-0.389, 0.050, -0.556, 0.036, 0.035, 0.014, 0.085, 0.001, 0.101, 0.092, 0.139, 0.155, 0.121, 0.115]}



Energy relative to the best compared isomer or geometry (same formula, charge and spin), respectively: 107.8 20.8 31.6 71.9 94.9 111.8 31.1 11.5 12.3 65.2 kcal/mol.
Electronic energy, respectively: -9346.6406 -18641.9071 -20183.5548 -31017.3325 -14033.4244 -10382.6969 -40871.1313 -57759.3233 -29975.0500 -13443.6945 eV.